(1)
{"formula": "CH2S2", "method": "ωB97M-V with the def2-TZVPD basis set", "symbols": ["S", "S", "C", "H", "H"], "coordinates": [[-3.1215, 0.6255, -0.0106], [-1.1143, -1.6446, 0.0708], [-1.7383, -0.1021, -0.0219], [-0.2891, 1.6545, 0.0022], [0.3331, -1.5461, -0.0927]], "homo_energy_ev": [-7.56, -9.95], "spin_multiplicity": 3, "de_lowest_ev": 0.231, "orbital_gap_ev": [7.39, 8.70], "energy_ev": -22734.6726, "e_lumo_ev": [-0.17, -1.25]}


(2)
{"formula": "C21H23CeN5O2", "method": "ωB97M-V with the def2-TZVPD basis set", "symbols": ["Ce", "O", "O", "N", "N", "N", "N", "N", "C", "C", "C", "C", "C", "C", "C", "C", "C", "C", "C", "C", "C", "C", "C", "C", "C", "C", "C", "C", "C", "H", "H", "H", "H", "H", "H", "H", "H", "H", "H", "H", "H", "H", "H", "H", "H", "H", "H", "H", "H", "H", "H", "H"], "coordinates": [[0.3847, -0.1486, 0.5107], [-1.2426, -1.4671, 1.3659], [0.4715, -0.9099, 2.5850], [-1.0986, 1.7811, 1.7287], [-0.2119, 0.3999, -1.8015], [-0.6655, 0.8234, -3.9344], [-3.7133, 2.2341, 2.9694], [1.2349, -2.4238, 0.3579], [0.2526, 3.2007, -4.0182], [1.1753, 3.8489, -1.8586], [0.6250, -2.9540, 1.4388], [-1.4186, 1.3451, 3.1099], [3.9478, -4.6511, -1.8223], [0.2070, 1.6956, -2.1016], [-3.4262, 2.7105, 1.5928], [-0.7149, -0.0690, -2.9418], [-2.4650, 2.2366, 3.7776], [2.1262, -3.1815, -0.3352], [3.3500, -5.2453, -0.7428], [-2.3521, 1.8256, 0.9400], [-0.1863, -1.7998, 1.9777], [0.8793, 4.1211, -3.2023], [2.7648, -2.5897, -1.4407], [2.4236, -4.5233, 0.0449], [0.8871, -4.2431, 1.8943], [0.8375, 2.6377, -1.2867], [-0.0790, 1.9723, -3.4524], [1.7821, -5.0276, 1.1909], [3.6733, -3.3115, -2.1654], [2.5051, -1.5454, -1.6812], [-3.0906, 3.7507, 1.6541], [-0.9940, 0.6865, -4.8816], [0.4099, -4.6081, 2.7898], [1.1676, 5.0802, -3.6066], [-0.5063, 1.3507, 3.7164], [-2.6711, 1.8713, 4.7855], [4.1786, -2.8653, -3.0085], [-2.1412, 2.2295, -0.0608], [-1.7848, 0.3115, 3.0641], [-0.7234, 2.7398, 1.7919], [1.6785, 4.6047, -1.2753], [-4.4270, 2.8321, 3.4117], [0.0310, 3.4315, -5.0472], [-1.1227, -1.0603, -3.0575], [-4.3388, 2.6838, 0.9931], [4.6475, -5.2090, -2.4250], [3.5769, -6.2683, -0.4825], [-4.0981, 1.2786, 2.9323], [-2.1116, 3.2670, 3.8580], [2.0085, -6.0274, 1.5322], [1.0856, 2.3880, -0.2279], [-2.7281, 0.7909, 0.8443]], "homo_energy_ev": [-16.56, -16.57], "total_charge": 3, "spin_multiplicity": 2, "orbital_gap_ev": [7.34, 7.44], "energy_ev": -46601.7221, "e_lumo_ev": [-9.22, -9.13]}


(3)
{"formula": "C8H11F2N", "method": "ωB97M-V with the def2-TZVPD basis set", "symbols": ["F", "F", "N", "C", "C", "C", "C", "C", "C", "C", "C", "H", "H", "H", "H", "H", "H", "H", "H", "H", "H", "H"], "coordinates": [[-0.8154, -2.1999, -1.3475], [-1.7270, -0.6157, 1.9589], [2.1031, -0.1229, -1.7948], [-1.1808, 1.5651, 2.6315], [-0.3318, 0.2986, 0.4374], [-0.6914, 0.2843, 1.9403], [0.1942, -1.6050, -3.3364], [1.1643, -0.7293, -1.2084], [0.8743, -0.6961, 0.2270], [0.2148, -1.5861, -1.9973], [0.0366, -2.0140, -4.5458], [0.4800, -1.6094, 0.6356], [0.8427, -2.6678, -4.9429], [2.6826, 0.4249, -1.1899], [-1.1824, 0.0014, -0.2309], [-0.4555, 2.3294, 2.8794], [-0.3258, -1.3048, -5.3519], [-1.9460, 2.1610, 2.1198], [-1.5570, 1.2214, 3.6469], [1.6653, -0.2815, 0.8917], [-0.2116, 1.4369, 0.2746], [0.1276, -0.2822, 2.4027]], "homo_energy_ev": -9.25, "de_lowest_ev": 1.574, "orbital_gap_ev": 9.91, "energy_ev": -15395.9772, "e_lumo_ev": 0.66, "smiles": "[H]/N=C(\\CC[C@@H](C)F)C(F)=C=C"}


(4)
{"formula": "C37H46N4O6RhS3SiTe", "method": "ωB97M-V with the def2-TZVPD basis set", "symbols": ["Te", "Rh", "S", "S", "S", "Si", "O", "O", "O", "O", "O", "O", "N", "N", "N", "N", "C", "C", "C", "C", "C", "C", "C", "C", "C", "C", "C", "C", "C", "C", "C", "C", "C", "C", "C", "C", "C", "C", "C", "C", "C", "C", "C", "C", "C", "C", "C", "C", "C", "C", "C", "C", "C", "H", "H", "H", "H", "H", "H", "H", "H", "H", "H", "H", "H", "H", "H", "H", "H", "H", "H", "H", "H", "H", "H", "H", "H", "H", "H", "H", "H", "H", "H", "H", "H", "H", "H", "H", "H", "H", "H", "H", "H", "H", "H", "H", "H", "H", "H"], "coordinates": [[-1.0327, 0.1412, -3.1154], [-0.0533, 0.2647, -0.6412], [-1.3183, 2.6277, -0.8073], [1.8739, -0.7378, -1.3429], [-1.6382, -3.0211, 5.7878], [3.6632, -0.2778, -0.3003], [-1.8536, 2.8397, -2.1241], [3.9410, -1.4063, 0.8353], [3.7288, 1.2280, 0.3550], [4.7474, -0.3803, -1.5172], [-1.8301, 1.3891, -0.1342], [0.1666, 2.4900, -0.7732], [-0.9013, -1.6163, 5.5091], [-0.7153, -1.4758, 0.0254], [-1.8475, -3.5289, 4.2740], [0.4287, 0.5003, 1.3570], [-1.3226, -2.6402, 2.0337], [3.4042, -0.7197, 3.0818], [4.2430, 2.4421, -0.2689], [-0.6464, -1.7274, -4.0307], [-0.7932, -1.4953, 4.1961], [-1.6562, -3.5432, -5.2528], [3.6097, 2.6447, -1.6399], [-1.8076, 3.9724, 0.2064], [0.2483, 1.3776, -4.2332], [-0.3647, 2.3988, -4.9499], [1.6237, 1.1917, -4.2781], [1.7883, 3.0576, -5.7903], [-0.7447, -1.5568, 1.3787], [-1.1980, -2.4848, -0.6938], [-1.7695, -2.3185, -4.6080], [0.4148, 3.2392, -5.7313], [-0.1537, -0.4517, 2.1092], [5.4506, -1.4508, -2.1746], [5.9512, -0.8563, -3.4834], [4.4131, -2.9437, 2.5584], [-1.3376, -2.5974, 3.4848], [3.8575, 3.5839, 0.6612], [5.7607, 2.3496, -0.3572], [-1.7717, -3.6057, -0.0992], [0.9752, 1.7004, 3.3271], [-1.8485, -3.6836, 1.2717], [0.5914, -2.3579, -4.1128], [2.3907, 2.0391, -5.0648], [0.6957, -3.5803, -4.7600], [0.3857, 0.7375, 4.1126], [4.3872, -1.4657, 2.2012], [0.9976, 1.5405, 1.9397], [4.5067, -2.6168, -2.4411], [-0.4245, -4.1746, -5.3256], [6.6147, -1.8984, -1.3052], [5.7730, -0.8434, 2.3234], [-0.1797, -0.3840, 3.4960], [2.5225, 2.6835, -1.5594], [-1.1065, -2.4123, -1.7630], [3.4639, 1.9043, -5.1040], [4.1044, -3.0140, -1.5066], [6.5934, 0.0027, -3.2865], [2.3926, 3.7142, -6.4020], [3.8831, 1.8375, -2.3196], [6.0594, 1.5266, -1.0031], [7.2035, -2.6574, -1.8221], [6.2432, -2.3271, -0.3765], [-1.4340, 2.5506, -4.8878], [2.4014, -1.1309, 2.9396], [5.7374, 0.2113, 2.0433], [-1.5220, 3.7672, 1.2352], [3.4022, 0.3388, 2.8266], [1.6595, -4.0686, -4.8233], [2.7763, 3.7296, 0.6934], [4.2920, 4.5155, 0.2969], [5.0386, -3.4170, -2.9582], [2.1000, 0.4187, -3.6912], [3.4208, -3.3788, 2.4304], [6.1911, 2.1989, 0.6347], [4.7286, -3.0824, 3.5929], [-0.0544, 4.0367, -6.2916], [-0.3347, -5.1266, -5.8316], [3.9584, 3.5870, -2.0664], [3.6752, -2.2932, -3.0692], [6.1306, -0.9148, 3.3515], [-2.1490, -4.3958, -0.7318], [-2.5296, -3.9958, -5.7031], [6.1643, 3.2770, -0.7653], [1.4673, -1.9094, -3.6700], [4.2330, 3.4006, 1.6693], [6.5203, -1.5941, -4.0497], [7.2652, -1.0540, -1.0724], [5.1070, -0.5265, -4.0910], [-2.2989, -4.5315, 1.7702], [0.3625, 0.8197, 5.1911], [5.1076, -3.4778, 1.9091], [3.6767, -0.8239, 4.1334], [-2.7330, -1.8247, -4.5617], [1.4587, 2.2595, 1.2813], [1.4408, 2.5736, 3.7611], [-1.3100, 4.8669, -0.1626], [-2.8853, 4.0690, 0.1051], [6.4882, -1.3500, 1.6795]], "homo_energy_ev": -10.67, "total_charge": 1, "de_lowest_ev": 0.000, "orbital_gap_ev": 7.08, "energy_ev": -108048.2375, "e_lumo_ev": -3.59}


(5)
{"formula": "C4H6AuFO4", "method": "ωB97M-V with the def2-TZVPD basis set", "symbols": ["Au", "F", "O", "O", "O", "O", "C", "C", "C", "C", "H", "H", "H", "H", "H", "H"], "coordinates": [[-1.4924, 3.0619, 7.0936], [-1.4206, 4.3559, 3.3521], [-0.4721, 4.6092, 7.1354], [-0.0079, 3.2594, 1.5953], [-0.7024, 3.3170, 5.3963], [0.7071, 4.9968, 5.2569], [0.4506, 4.1745, 0.6649], [0.9084, 4.3618, 3.9535], [-0.3562, 3.5631, 3.6666], [-0.0595, 4.2875, 6.0111], [0.1159, 3.9100, -0.3645], [1.5617, 4.2457, 0.6339], [1.0632, 5.1798, 3.2467], [-0.3602, 2.4789, 3.5546], [0.0840, 5.2062, 0.8639], [1.7833, 3.7119, 4.0216]], "homo_energy_ev": [-19.02, -18.40], "total_charge": 2, "spin_multiplicity": 3, "de_lowest_ev": 0.712, "orbital_gap_ev": [8.16, 5.95], "energy_ev": -18816.8817, "e_lumo_ev": [-10.86, -12.46]}


(6)
{"formula": "C3H9NO3", "method": "ωB97M-V with the def2-TZVPD basis set", "symbols": ["O", "O", "O", "N", "C", "C", "C", "H", "H", "H", "H", "H", "H", "H", "H", "H"], "coordinates": [[3.2833, 0.3976, -0.6005], [-1.9948, 1.9665, -0.2068], [-2.0772, -1.2330, -0.2170], [-0.5155, 0.7449, 0.9692], [-1.3607, 0.9370, -0.0273], [-1.5891, -0.1613, -0.9529], [0.2923, -0.4295, 1.2308], [-0.2869, 1.5511, 1.5311], [3.3838, 0.5927, -1.4972], [1.3003, -0.4064, 0.6492], [0.4624, -0.5305, 2.3187], [4.0862, 0.0636, -0.2975], [-1.7896, -2.0288, -0.6769], [-0.6246, -0.3509, -1.5148], [-0.2137, -1.3284, 0.8933], [-2.3562, 0.2154, -1.6015]], "homo_energy_ev": -9.33, "de_lowest_ev": 1.680, "orbital_gap_ev": 9.87, "energy_ev": -10888.9019, "e_lumo_ev": 0.54, "smiles": "CNC(=O)CO.O"}